Model 1:
Formula: C4H11INO
Source: the OMol25 dataset
Level of theory: ωB97M-V/def2-TZVPD

**LUMO**: -0.1790 Eh
**Gap between HOMO and LUMO**: 8.41 eV

```
! wB97M-V def2-TZVPD RIJCOSX def2/J DEFGRID3
* xyz 1 1
C -0.123 1.039 1.744
C -1.922 -0.017 0.393
C 1.124 0.691 -1.334
C -0.573 0.793 0.367
N 0.431 0.183 -0.388
O 1.578 -2.291 -1.738
I 1.781 -3.225 -0.014
H -1.039 1.207 2.404
H 0.243 0.075 2.146
H 0.496 1.965 1.878
H -1.930 -0.892 1.089
H -2.164 -0.342 -0.669
H -2.728 0.741 0.577
H 1.255 1.707 -1.507
H 1.564 0.141 -2.138
H -0.708 1.866 -0.092
H 2.256 -2.778 -2.212
H 0.459 -0.862 -0.506
*
```

***

Model 2:
Formula: C4H11INO
Source: the OMol25 dataset
Level of theory: ωB97M-V/def2-TZVPD

**LUMO**: -0.1275 Eh
**Gap between HOMO and LUMO**: 9.13 eV

```
! wB97M-V def2-TZVPD RIJCOSX def2/J DEFGRID3
* xyz 1 1
C 1.054 -0.399 -0.945
C -1.076 0.509 -2.163
C -0.447 -0.053 -0.949
C 0.882 -1.097 2.505
N -0.724 1.026 0.153
O 1.736 -1.752 3.124
I -0.352 0.259 3.735
H 1.654 0.531 -1.013
H 1.236 -0.966 0.077
H 1.372 -1.138 -1.775
H -2.092 0.912 -1.868
H -1.272 -0.198 -3.005
H -0.386 1.199 -2.664
H -1.082 -0.961 -0.614
H -0.068 0.959 0.929
H -0.708 1.931 -0.342
H -1.616 1.015 0.712
H 1.888 -1.775 4.101
*
```

***

Which of them is the most stable? Correct choice: model 1.

***

Model 1:
Formula: C5H8FN2
Source: the OMol25 dataset
Level of theory: ωB97M-V/def2-TZVPD

**LUMO (spin up / spin down)**: -0.2422 / -0.2803 Eh
**Gap between HOMO and LUMO (spin up / spin down)**: 7.85 / 7.04 eV

```
! wB97M-V def2-TZVPD RIJCOSX def2/J DEFGRID3
* xyz 1 1
C -1.128 0.622 0.719
C -1.138 -0.748 0.599
C 0.538 0.035 -0.294
C -0.037 2.470 -0.384
C 0.443 -2.390 -0.348
N -0.094 1.121 0.009
N -0.010 -1.127 -0.092
F 3.326 0.340 0.261
H -1.818 1.219 1.151
H -1.901 -1.507 0.882
H -0.641 2.890 0.483
H 1.032 2.710 -0.187
H -0.314 2.482 -1.461
H -0.236 -3.146 0.091
H 0.463 -2.634 -1.389
H 1.514 -2.336 -0.041
*
```

***

Model 2:
Formula: C5H8FN2
Source: the OMol25 dataset
Level of theory: ωB97M-V/def2-TZVPD

**LUMO**: -0.1820 Eh
**Gap between HOMO and LUMO**: 7.90 eV

```
! wB97M-V def2-TZVPD RIJCOSX def2/J DEFGRID3
* xyz 1 1
C 0.319 2.086 -0.628
C 1.371 1.307 -0.274
C -0.886 2.101 0.055
C 2.045 0.283 -0.118
C -1.318 1.140 0.984
N -0.562 0.125 1.381
N 1.622 -1.501 -0.614
F 3.311 -0.051 0.344
H 0.418 2.897 -1.338
H 1.471 -2.114 0.150
H -1.628 2.767 -0.140
H -2.366 1.153 1.407
H -0.857 -0.542 2.135
H 2.445 -1.722 -1.179
H 0.373 0.301 1.097
H 0.821 -1.341 -1.206
*
```

***

Model 3:
Formula: C5H8FN2
Source: the OMol25 dataset
Level of theory: ωB97M-V/def2-TZVPD

**LUMO (spin up / spin down)**: -0.1316 / -0.1863 Eh
**Gap between HOMO and LUMO (spin up / spin down)**: 9.36 / 6.54 eV

```
! wB97M-V def2-TZVPD RIJCOSX def2/J DEFGRID3
* xyz 1 1
C 2.390 -0.617 -0.722
C 1.598 0.517 -0.827
C 1.040 -0.527 1.080
C -0.047 1.575 0.652
C -3.182 -0.536 -0.407
N 2.024 -1.245 0.480
N 0.772 0.542 0.308
F -2.122 -0.637 0.400
H 3.078 -0.792 -1.472
H 1.731 1.112 -1.674
H 0.375 -0.907 1.835
H -0.666 1.509 1.445
H -0.323 2.238 -0.228
H -3.093 -0.056 -1.272
H -3.991 -1.057 -0.216
H 2.451 -1.949 1.038
*
```

***

Which of them is the most stable? Correct choice: model 2.